2 unconnected molecules or ions with the total composition C4H7NO2. Source: the OMol25 dataset; level of theory: ωB97M-V/def2-TZVPD.

Structure (ORCA input):
```
! wB97M-V def2-TZVPD RIJCOSX def2/J DEFGRID3
* xyz 0 1
O 1.84305 0.56814 -0.90310
H 2.61064 -1.73675 0.65608
H -2.26212 2.50753 -0.10809
H 1.10871 -2.31484 0.22046
C -2.78631 1.66786 -0.17638
H 0.00669 -0.42748 1.72191
H -3.73123 1.47797 0.21952
H 2.11610 -1.69562 -1.17997
H 1.44220 1.42472 -0.73038
C -2.18516 0.52881 -0.28146
O -1.63711 -0.49398 -0.35670
C 1.81734 -1.53162 -0.10997
C 0.41241 0.27958 0.93407
N 1.24479 -0.25432 0.09403
*
```

**LUMO energy**: 0.86 eV
**Energy above the lowest of the compared OMol25 structures with the same formula, charge and spin**: 593.19 kJ/mol